1.
A 4-piece molecular cluster, C52H29F5N2O8S overall. Source: the Open Molecules 2025 dataset; level of theory: ωB97M-V/def2-TZVPD.

XYZ file:
```
97
Properties=species:S:1:pos:R:3:forces:R:3:lowdin_charge:R:1
C -4.3115 -1.2342 -5.5466 0.414 0.089 0.560 0.022
C -1.6916 -3.6212 -1.1434 0.037 0.062 0.078 -0.059
H -8.2211 1.3036 -7.7316 0.297 -0.098 0.147 0.113
C -3.2872 -3.9105 0.6297 0.045 0.141 0.046 -0.082
H 5.6364 0.5996 2.6838 -0.007 0.012 -0.023 0.106
C -2.1509 -1.7996 0.3615 0.128 0.065 -0.119 0.001
C -5.8455 -5.0351 3.2435 -0.123 -0.067 0.141 -0.003
H 0.9333 7.8962 3.4011 0.013 -0.010 0.018 0.108
C 5.1269 0.5030 1.7334 -0.055 0.008 -0.081 -0.053
H -2.7720 -5.4362 -0.7895 -0.108 0.022 0.088 0.124
H 6.5147 -0.9394 0.9689 -0.024 -0.033 -0.148 0.120
C -5.3931 -0.4906 -6.1027 1.015 -0.749 0.673 -0.201
C 4.7586 -1.5967 -2.7459 -0.112 0.065 -0.033 -0.082
C 5.2835 4.7408 8.7390 0.099 -0.103 0.125 0.000
O -2.8065 -3.5341 -4.1085 0.271 1.553 0.428 -0.269
C -0.9186 -2.1227 -5.2507 0.558 -0.349 -0.188 -0.462
H -1.9761 -0.7805 0.6807 -0.083 -0.050 0.107 0.120
C 5.6203 -0.3633 0.7714 0.064 0.053 0.188 -0.002
H -6.6415 -2.9078 5.7553 0.009 -0.003 -0.022 0.106
C -6.1708 -3.2759 4.8523 0.011 -0.045 -0.061 -0.060
C -3.0512 -2.6003 1.0545 -0.046 -0.134 -0.033 -0.086
C -3.8104 -2.3294 -6.1813 0.431 0.183 -0.991 -0.269
H 6.1267 1.6145 7.7462 -0.004 0.023 -0.005 0.108
C -4.6766 -2.9397 3.0000 -0.035 -0.143 -0.008 -0.083
F -1.3663 -0.8891 -7.2977 -0.024 -0.561 0.138 0.183
H -7.3091 2.0309 -5.5486 0.200 -0.286 -0.165 0.112
C -0.4017 -1.4062 -6.5381 0.991 1.336 0.535 -0.543
C 3.3326 -2.0004 -5.0954 0.064 0.004 0.052 -0.053
S -2.4288 -3.1882 -5.4555 -2.108 -3.328 1.696 0.762
H -0.7695 -1.6843 -1.2710 -0.013 -0.005 0.016 0.104
F 0.3579 -0.3664 -6.1133 -0.266 -0.318 -0.189 0.149
H 2.0933 5.7207 3.4008 0.075 -0.082 0.094 0.120
C 3.0513 6.8483 6.4548 -0.041 -0.090 -0.120 -0.083
C 5.8604 3.4820 8.7748 -0.032 -0.008 -0.062 -0.056
H -1.1531 -4.0198 -1.9927 -0.056 0.010 -0.007 0.102
H -3.8548 -0.9497 -4.5928 -0.415 0.204 -0.305 0.135
F -1.1294 -1.2666 -4.2458 -0.285 0.181 -0.582 0.135
C -7.3842 0.7489 -7.2980 0.027 -0.245 0.027 -0.095
C -6.4555 -4.5579 4.3918 0.041 0.059 -0.016 -0.060
H 4.8996 -3.3726 -5.6229 -0.008 0.013 0.018 0.109
C 3.0560 0.0711 -1.9695 -0.336 0.232 -0.041 -0.277
H -3.9230 -3.6898 -7.8973 -0.140 0.284 0.160 0.121
C 4.5291 5.1275 7.6375 -0.008 -0.097 -0.113 -0.082
F 0.0589 -2.9604 -4.8491 -0.380 0.025 -0.203 0.124
O 6.5539 -2.0121 -1.2843 -0.048 0.017 -0.022 0.105
H 4.8175 2.3064 5.7748 -0.065 0.121 -0.051 0.117
C -4.3480 -2.8054 -7.4216 0.558 0.163 0.567 -0.034
C 3.5707 -0.8994 -2.9725 0.109 -0.100 0.019 -0.078
C 2.9338 5.9933 5.3571 0.012 0.088 0.101 -0.082
H -7.1516 -5.1860 4.9334 0.016 0.011 -0.013 0.106
H 2.7736 -2.1659 -6.0078 0.019 0.004 0.014 0.097
C 4.5267 -2.6811 -4.8778 -0.047 0.050 0.031 -0.050
C -4.9478 -4.2325 2.5492 0.013 0.128 0.053 -0.083
O 4.0188 7.2278 8.5645 -0.006 -0.032 -0.038 0.107
N -6.9391 -0.2892 -7.9616 0.046 0.440 0.752 0.133
C 1.5255 7.6001 4.2577 0.029 0.009 0.066 -0.056
C 2.8586 -1.1086 -4.1472 -0.046 -0.085 -0.170 -0.003
C -5.3801 -2.1053 -7.9585 -0.350 -0.051 -0.308 0.003
H 5.4161 5.4216 9.5695 -0.097 0.076 -0.084 0.121
C 2.3912 8.0713 6.4530 -0.107 0.162 -0.043 -0.001
C -2.6001 -4.4179 -0.4667 0.110 -0.026 -0.131 0.008
C -5.2874 -2.4675 4.1560 -0.113 0.020 0.167 -0.004
H 6.4441 3.1810 9.6356 -0.014 0.009 -0.017 0.108
C 3.9807 1.2501 1.4797 -0.003 0.007 0.035 -0.047
H 1.9326 -0.5785 -4.3205 0.065 0.092 0.153 0.101
H 2.4241 1.6941 0.0761 0.004 -0.085 -0.111 0.121
H 2.4710 8.7307 7.3072 0.101 -0.109 0.037 0.121
C 3.7995 0.2361 -0.6921 0.116 -0.063 0.026 -0.084
C 1.6268 8.4440 5.3595 0.032 -0.070 -0.032 -0.056
C 3.5994 4.6638 5.3572 -0.034 -0.250 -0.313 -0.275
H 6.1639 -3.0135 -3.5361 -0.017 0.072 0.132 0.121
C 5.2379 -2.4800 -3.7060 0.009 -0.114 -0.162 0.000
H 1.1093 9.3950 5.3624 0.017 -0.018 0.002 0.108
H -5.8279 -2.4343 -8.8991 0.060 0.244 0.314 0.125
C 2.1769 6.3778 4.2564 -0.118 0.091 -0.115 -0.001
O 3.5090 3.9246 4.3973 0.005 -0.011 -0.004 0.095
C 5.5135 -1.4162 -1.4767 0.365 -0.199 0.106 -0.278
C 4.3731 4.2540 6.5595 0.005 0.077 0.120 -0.082
C -4.2730 -4.7705 1.3365 -0.044 -0.381 -0.182 -0.278
F 0.3965 -2.1905 -7.2544 -0.650 -0.124 -0.007 0.185
O -3.5397 -0.9157 2.6223 -0.029 -0.050 0.009 0.102
C 4.9485 2.9896 6.6036 0.102 -0.154 0.054 -0.002
O -4.5194 -5.8906 0.9372 -0.006 0.040 0.046 0.105
C 4.9633 -0.4960 -0.4460 -0.142 0.061 -0.030 -0.084
C -1.4739 -2.3089 -0.7347 -0.020 -0.069 0.004 -0.049
N -5.8470 0.5944 -5.4044 -0.816 -0.344 -1.361 0.145
O -2.1512 -4.3976 -6.1825 0.863 1.201 -1.554 -0.260
C -5.9190 -0.9416 -7.3263 0.046 -0.304 -0.557 -0.204
H 3.6024 1.9336 2.2306 0.025 -0.004 -0.012 0.101
C -6.8477 1.1611 -6.0322 -0.384 0.849 0.366 -0.103
H -6.0641 -6.0338 2.8890 0.109 0.043 -0.099 0.120
O 2.0453 0.7095 -2.1871 0.020 -0.054 0.000 0.102
C -3.7404 -2.0557 2.2537 0.111 0.398 0.070 -0.279
C 5.6853 2.6025 7.7108 -0.011 0.069 0.016 -0.056
C 3.3182 1.1165 0.2702 -0.005 0.069 0.150 0.002
H -5.0699 -1.4698 4.5141 0.075 0.000 -0.136 0.120
C 3.8803 6.4664 7.6294 0.051 0.264 0.324 -0.277
```
Forces are in eV/Å.

- HOMO-LUMO gap: 8.3 eV
- Structure (SMILES): O=S(=O)(c1ccc2nccnc2c1)C(F)(F)C(F)(F)F.O=C1c2ccccc2C(=O)c2ccccc21.O=C1c2ccccc2C(=O)c2ccccc21.O=C1c2ccccc2C(=O)c2ccccc21
- LUMO level: -1.153 eV
- Calculated total energy: -3607.9723 Eh
- HOMO energy: -0.3488 hartree

=====

2.
A 2-piece molecular cluster, CH4N4 overall. Source: the Open Molecules 2025 dataset; level of theory: ωB97M-V/def2-TZVPD.

XYZ file:
```
9
Properties=species:S:1:pos:R:3:forces:R:3:lowdin_charge:R:1
N 1.5576 -1.0591 0.3129 -0.693 -0.615 -3.879 0.090
H -1.1920 1.7337 -0.2548 0.578 0.971 0.161 0.038
H -2.6562 0.7556 -0.7315 0.566 -0.212 0.442 0.072
N -0.9645 -0.2401 0.0893 -1.170 0.665 0.186 0.011
H 1.4548 -1.5662 1.1086 0.316 -0.809 2.983 0.041
N 2.7761 0.7843 -0.2719 1.580 2.639 -1.266 0.165
C -1.6332 0.7715 -0.2823 -0.758 -0.904 -0.662 -0.130
N 2.2141 -0.1147 0.0290 -0.579 -1.494 2.144 -0.328
H -1.5566 -1.0650 0.0009 0.160 -0.242 -0.110 0.041
```
Forces are in eV/Å.

- Energy relative to the best compared isomer or geometry (same formula, charge and spin): 4.2333 eV
- HOMO-LUMO gap: 10.4 eV
- LUMO level: 1.198 eV
- Calculated total energy: -259.4043 Eh
- HOMO energy: -0.3394 hartree